1.
{"formula": "C6H12O", "method": "the ωB97M-V functional and the def2-TZVPD basis", "symbols": ["C", "C", "O", "C", "C", "C", "C", "H", "H", "H", "H", "H", "H", "H", "H", "H", "H", "H", "H"], "coordinates": [[-1.753, 1.276, 0.232], [-0.423, 0.540, 0.140], [0.534, 1.536, 0.555], [-0.103, -0.710, 0.975], [1.354, -0.945, 0.478], [1.067, -1.028, -1.033], [-0.053, 0.026, -1.264], [-1.961, 1.543, 1.275], [-2.618, 0.763, -0.198], [-1.599, 2.219, -0.306], [0.767, 1.294, 1.462], [-0.328, -0.577, 2.042], [-0.708, -1.569, 0.645], [2.003, -0.076, 0.637], [1.874, -1.807, 0.902], [0.698, -2.040, -1.236], [1.932, -0.860, -1.681], [-0.934, -0.444, -1.722], [0.250, 0.859, -1.903]], "forces_ev_per_angstrom": [[-0.071, -0.089, 0.006], [-0.096, -0.095, -0.095], [0.093, 0.198, 0.091], [-0.007, 0.048, 0.069], [-0.041, -0.171, 0.007], [0.026, -0.061, -0.079], [0.003, 0.091, -0.055], [-0.038, -0.124, -0.147], [0.162, -0.124, 0.083], [-0.198, -0.192, 0.042], [0.046, 0.389, -0.219], [0.480, 0.083, -0.082], [0.043, 0.239, 0.072], [-0.251, -0.330, 0.263], [-0.300, -0.138, -0.150], [-0.011, 0.180, -0.178], [-0.038, -0.006, 0.237], [0.140, 0.191, 0.093], [0.059, -0.090, 0.043]], "e_lumo_ev": 0.998, "multiplicity": 1, "gap_ev": 10.94, "e_above_lowest_ev": 0.524}

2.
{"formula": "C4H3NO2S", "method": "the ωB97M-V functional and the def2-TZVPD basis", "symbols": ["C", "C", "C", "S", "O", "N", "C", "O", "H", "H", "H"], "coordinates": [[0.731, 2.550, -0.036], [0.804, 1.335, -0.029], [0.981, -0.136, 0.056], [2.426, -0.842, -0.148], [-0.120, -0.878, 0.321], [-1.300, -0.162, 0.548], [-2.254, -0.387, -0.421], [-3.440, -0.153, -0.192], [0.670, 3.626, -0.009], [-1.657, -0.275, 1.510], [-1.808, -0.666, -1.414]], "forces_ev_per_angstrom": [[0.101, -1.434, 0.073], [-0.105, 0.283, 0.230], [0.497, 1.728, -0.215], [-0.587, 0.115, 0.065], [0.165, -0.343, 0.227], [-0.432, -0.092, 0.398], [-1.939, 0.860, -0.093], [2.166, -0.659, -0.641], [0.030, -0.535, -0.096], [0.553, 0.032, -0.609], [-0.451, 0.045, 0.661]], "e_lumo_ev": -0.846, "multiplicity": 1, "gap_ev": 8.60, "e_above_lowest_ev": 4.490}

3.
{"formula": "C10H7F6IrNO6S2", "method": "the ωB97M-V functional and the def2-TZVPD basis", "symbols": ["Ir", "F", "C", "F", "F", "S", "O", "O", "N", "S", "O", "O", "C", "F", "F", "F", "C", "C", "O", "C", "C", "C", "C", "C", "C", "O", "H", "H", "H", "H", "H", "H", "H"], "coordinates": [[0.080, -0.085, -0.031], [2.987, -2.769, 2.183], [2.697, -2.193, 1.042], [1.357, -2.377, 0.797], [3.370, -2.732, 0.057], [2.950, -0.355, 1.124], [2.135, 0.080, -0.052], [4.329, -0.073, 1.068], [2.276, 0.017, 2.458], [0.854, 0.458, 2.856], [-0.210, -0.153, 1.951], [0.679, 1.836, 3.127], [0.635, -0.569, 4.392], [0.665, -1.839, 4.005], [-0.524, -0.297, 4.953], [1.627, -0.321, 5.212], [-4.111, 0.482, 0.177], [-2.712, 0.922, -0.094], [-1.879, 0.025, -0.409], [-2.326, 2.289, -0.027], [-3.291, 3.317, 0.099], [-2.920, 4.626, 0.172], [-1.556, 4.958, 0.129], [-0.597, 3.983, 0.006], [-0.958, 2.636, -0.091], [0.068, 1.791, -0.238], [-4.153, -0.603, 0.191], [-4.784, 0.848, -0.601], [-4.449, 0.879, 1.134], [-4.341, 3.060, 0.112], [-3.667, 5.400, 0.267], [-1.249, 5.994, 0.185], [0.459, 4.213, -0.035]], "forces_ev_per_angstrom": [[-0.361, 1.515, 0.075], [0.054, 0.017, 0.024], [-0.289, -0.025, -0.038], [0.127, -0.042, 0.039], [0.067, 0.109, -0.031], [0.051, -0.571, -0.439], [0.131, -0.164, 0.323], [-0.045, 0.029, -0.081], [0.005, 0.168, 0.266], [0.205, 0.201, 0.221], [0.021, -0.307, -0.432], [-0.140, -0.025, 0.018], [-0.200, -0.372, -0.175], [0.013, 0.054, 0.103], [-0.014, 0.130, -0.040], [0.002, 0.135, 0.014], [0.002, -0.161, -0.349], [0.059, 0.169, -0.144], [-0.362, -1.356, 0.694], [0.208, 0.022, 0.177], [-0.019, -0.165, 0.077], [0.060, 0.176, -0.003], [-0.065, -0.073, -0.044], [0.328, -0.049, -0.134], [-0.287, 0.103, 0.133], [0.459, 0.336, -0.396], [0.006, 0.006, 0.000], [-0.023, 0.032, 0.037], [0.018, 0.045, -0.006], [0.015, -0.047, 0.069], [0.014, 0.013, -0.030], [-0.008, 0.000, 0.042], [-0.031, 0.095, 0.032]], "e_lumo_ev": -5.947, "charge": 1, "multiplicity": 1, "gap_ev": 6.71}

4.
{"formula": "CH26InO16", "method": "the ωB97M-V functional and the def2-TZVPD basis", "symbols": ["In", "C", "O", "O", "O", "O", "H", "H", "O", "H", "H", "O", "H", "H", "O", "H", "H", "O", "H", "H", "O", "H", "H", "O", "H", "H", "O", "H", "H", "O", "H", "H", "O", "H", "H", "O", "H", "H", "O", "H", "H", "O", "H", "H"], "coordinates": [[-3.829, 8.597, 12.448], [-3.962, 6.473, 13.587], [-4.979, 7.133, 13.028], [-2.887, 6.954, 13.140], [-4.202, 6.106, 14.827], [-2.097, 4.212, 12.618], [-2.214, 4.111, 13.555], [-2.552, 4.998, 12.381], [-7.079, 7.083, 14.643], [-6.191, 6.913, 14.277], [-7.219, 6.268, 15.122], [-0.542, 7.408, 14.233], [-0.640, 8.195, 14.838], [-1.394, 7.040, 14.109], [-5.004, 8.596, 10.662], [-5.797, 8.056, 10.595], [-4.866, 9.001, 9.813], [-2.957, 7.537, 16.487], [-3.457, 8.197, 17.080], [-3.609, 7.166, 15.846], [-5.488, 9.553, 13.392], [-5.568, 10.017, 14.244], [-6.444, 9.458, 13.258], [-0.099, 6.693, 11.691], [0.813, 7.080, 11.710], [-0.376, 6.888, 12.643], [-2.233, 8.591, 11.012], [-1.295, 8.722, 11.276], [-2.235, 8.042, 10.193], [-6.886, 5.552, 12.110], [-6.574, 4.717, 11.706], [-6.065, 6.050, 12.328], [-5.260, 3.470, 13.991], [-6.219, 3.645, 13.829], [-4.909, 4.343, 13.818], [-5.392, 5.070, 17.056], [-5.000, 5.447, 16.254], [-5.061, 4.176, 17.243], [-2.844, 9.353, 14.409], [-2.684, 8.960, 15.272], [-2.482, 10.257, 14.503], [-2.362, 4.454, 15.394], [-2.658, 3.552, 15.617], [-3.122, 5.007, 15.245]], "forces_ev_per_angstrom": [[1.255, 2.081, -0.559], [-2.854, 3.047, 5.751], [-1.661, -3.088, -0.644], [3.024, -2.517, -0.022], [0.705, -0.571, -4.852], [0.410, -0.988, -1.157], [0.113, -0.031, 1.242], [-0.191, 0.822, -0.402], [0.724, 0.287, -0.093], [-0.784, 0.325, 0.186], [-0.531, -0.246, 0.482], [1.766, 2.260, 1.339], [0.253, -1.619, -0.938], [-1.619, -0.738, 0.351], [-0.194, 0.108, -0.176], [-0.406, -0.450, 0.180], [0.137, 0.476, -0.753], [-0.782, 2.847, 0.848], [0.906, -1.889, -1.049], [0.244, -0.126, 0.782], [-1.351, 1.923, 1.077], [1.008, -0.048, 0.086], [-0.095, -0.821, -0.854], [0.557, 1.607, 1.062], [-0.944, -0.756, -0.206], [0.718, -0.514, -1.518], [0.369, 0.719, -0.793], [-0.234, -0.722, -0.106], [0.179, 0.229, 0.869], [0.838, -0.443, -0.550], [-0.304, 0.553, 0.170], [-0.973, -0.557, -0.110], [-1.460, 0.139, -0.400], [0.911, -0.519, 0.350], [0.353, 0.039, 0.169], [-0.342, 0.084, 0.387], [-0.079, -0.918, 0.477], [0.026, 0.639, -0.542], [0.080, 2.368, -1.514], [-0.162, -1.735, 1.173], [-0.251, -0.407, -0.248], [1.224, -1.580, 0.226], [0.033, 0.681, -0.060], [-0.619, 0.050, 0.340]], "e_lumo_ev": -5.829, "charge": 1, "multiplicity": 1, "gap_ev": 7.03, "e_above_lowest_ev": 0.711}

For the records above, the corresponding maximum force values read 0.49; 2.35; 1.57; 7.11 eV Å⁻¹.